[1]
{"formula": "C18H35N8O9P2PdS", "method": "the ωB97M-V functional and the def2-TZVPD basis", "spin_multiplicity": 5, "total_charge": 1, "gap_ha": [0.330, 0.194], "homo_ev": [-11.1144, -11.4597], "symbols": ["Pd", "O", "S", "O", "O", "O", "C", "C", "N", "C", "C", "N", "C", "O", "O", "C", "O", "O", "H", "H", "H", "H", "H", "C", "N", "C", "N", "C", "N", "C", "P", "C", "C", "H", "H", "H", "H", "H", "H", "H", "H", "H", "H", "H", "H", "C", "N", "C", "P", "O", "N", "C", "C", "N", "C", "C", "H", "H", "H", "H", "H", "H", "H", "H", "H", "H", "H", "H", "H", "H", "H", "H", "H", "H"], "xyz": [[0.4833, -0.0280, 0.8864], [-2.2697, -1.2215, 3.7014], [-1.3438, -0.7591, 2.7322], [0.0541, -1.1972, 2.8611], [-1.2440, 0.8442, 2.8596], [-1.7441, -0.9064, 1.3076], [3.6553, -1.2165, 2.6349], [3.5813, 0.0264, 1.8293], [2.5107, 0.5021, 1.2255], [2.8604, 1.6573, 0.5794], [4.1827, 1.9004, 0.8011], [4.6139, 0.8602, 1.5866], [5.1372, 2.9731, 0.4147], [4.6511, 3.9691, -0.2973], [6.2857, 2.8913, 0.7682], [1.8203, 2.3839, -0.2033], [2.0695, 3.4939, -0.6711], [0.7062, 1.7579, -0.3353], [2.6508, -1.5196, 2.9245], [4.2478, -1.0609, 3.5356], [4.1132, -2.0193, 2.0554], [5.5666, 0.7828, 1.9147], [3.6785, 3.8657, -0.4720], [-4.4633, 3.1829, 0.2208], [-4.4345, 2.7428, 1.5974], [-3.8996, 3.8371, 2.3973], [-2.5748, 4.2407, 1.8731], [-2.6519, 4.7673, 0.5185], [-3.1369, 3.6274, -0.2477], [-2.1697, 2.5704, -0.3509], [-1.8576, 1.7185, 1.3725], [-3.6447, 1.5231, 1.7993], [-1.4880, 3.4082, 2.2004], [-5.1514, 4.0240, 0.1241], [-4.8114, 2.3684, -0.4129], [-3.7802, 3.5330, 3.4352], [-4.5552, 4.7042, 2.3257], [-1.6645, 5.0894, 0.1939], [-3.3670, 5.5861, 0.4837], [-1.2156, 2.9218, -0.7400], [-2.5555, 1.7735, -0.9929], [-3.7297, 1.1855, 2.8312], [-4.0562, 0.7296, 1.1705], [-0.5481, 3.7894, 1.7996], [-1.4310, 3.2087, 3.2692], [-0.5048, -2.3168, -4.0095], [-0.3153, -1.8361, -2.6491], [-1.3510, -0.9111, -2.2186], [0.6358, -2.5549, -1.5101], [1.0965, -1.5424, -0.4927], [-0.1423, -3.7677, -0.7315], [-0.2171, -3.9027, 0.7158], [-0.9930, -4.6841, -1.4778], [1.8687, -3.2130, -2.3685], [2.4539, -4.5117, -2.0755], [2.7010, -2.3633, -3.2125], [-0.4786, -1.4715, -4.7011], [-1.4728, -2.8167, -4.1199], [0.2789, -3.0154, -4.2867], [-1.3078, 0.0023, -2.8181], [-1.2238, -0.6515, -1.1675], [-2.3443, -1.3589, -2.3310], [0.4363, -3.1795, 1.1971], [0.0885, -4.9101, 1.0099], [-1.2386, -3.7293, 1.0633], [-0.7917, -4.6184, -2.5464], [-2.0514, -4.4692, -1.3047], [-0.7945, -5.7129, -1.1685], [1.8421, -5.0485, -1.3546], [3.4588, -4.3927, -1.6621], [2.5262, -5.1060, -2.9894], [2.2362, -1.3891, -3.3495], [2.8412, -2.8252, -4.1930], [3.6826, -2.2157, -2.7550]]}


[2]
{"formula": "C18H36Br2O8S4", "method": "the ωB97M-V functional and the def2-TZVPD basis", "smiles": "O=S1(=O)CCCC1.O=S1(=O)CCCC1.O=S1(=O)CCCC1.O=S1(=O)CCCC1.BrCCBr", "gap_ha": 0.370, "homo_ev": -10.1267, "symbols": ["C", "C", "C", "S", "O", "O", "C", "H", "H", "H", "H", "H", "H", "H", "H", "C", "C", "C", "S", "O", "O", "C", "H", "H", "H", "H", "H", "H", "H", "H", "C", "C", "C", "S", "O", "O", "C", "H", "H", "H", "H", "H", "H", "H", "H", "C", "C", "C", "S", "O", "O", "C", "H", "H", "H", "H", "H", "H", "H", "H", "Br", "C", "C", "Br", "H", "H", "H", "H"], "xyz": [[46.3910, 22.3627, 19.8896], [45.7651, 22.8600, 21.2000], [44.2773, 22.5540, 21.2660], [44.0763, 20.8369, 20.5114], [43.1685, 20.9631, 19.3505], [44.0721, 19.6425, 21.4139], [45.8777, 20.9355, 19.7163], [47.4755, 22.4286, 19.8026], [45.9471, 22.9094, 19.0576], [45.9082, 23.9404, 21.1785], [46.4245, 22.5094, 21.9940], [43.6606, 23.1836, 20.6246], [44.0092, 22.4658, 22.3188], [45.9680, 20.4106, 18.7653], [46.5042, 20.5767, 20.5329], [46.0392, 24.3279, 30.4038], [47.1283, 23.2364, 30.5781], [47.3771, 23.0956, 32.0346], [47.5703, 24.9091, 32.5088], [48.8028, 25.4631, 32.0229], [47.1154, 25.2025, 33.8176], [46.1676, 25.4485, 31.4686], [44.9700, 24.1222, 30.3535], [46.2413, 24.8522, 29.4698], [48.0018, 23.3317, 29.9331], [46.5673, 22.3834, 30.1964], [48.0888, 22.3827, 32.4509], [46.4563, 22.8050, 32.5404], [46.4709, 26.4835, 31.3109], [45.3339, 25.4719, 32.1705], [45.5283, 18.7408, 24.9179], [46.0619, 19.5530, 26.1769], [45.0578, 20.5887, 26.5552], [43.3493, 19.7754, 26.4247], [42.5037, 20.7195, 25.7919], [43.0808, 19.1572, 27.7170], [43.9841, 18.6002, 25.1134], [45.8152, 17.6925, 24.8349], [45.5998, 19.0435, 23.8732], [47.0174, 19.9958, 25.8958], [46.3830, 18.8897, 26.9800], [45.0326, 21.3281, 25.7547], [45.0006, 21.0509, 27.5407], [43.4330, 18.9165, 24.2277], [43.8244, 17.5810, 25.4653], [40.3860, 22.1169, 23.2824], [39.5645, 22.6555, 22.1619], [40.1879, 23.8458, 21.5275], [41.1426, 24.6169, 22.9382], [40.2182, 25.6838, 23.3722], [42.4814, 24.9390, 22.4656], [41.2295, 23.2212, 23.9889], [41.1802, 21.4720, 22.9064], [39.7538, 21.6319, 24.0262], [38.6077, 23.0550, 22.4979], [39.3547, 21.8197, 21.4944], [39.6215, 24.5681, 20.9396], [41.0356, 23.5203, 20.9245], [40.9473, 23.5938, 24.9736], [42.2982, 23.0489, 24.1162], [42.3365, 26.0992, 27.8185], [43.5146, 24.8196, 26.7978], [43.8852, 25.3053, 25.4021], [45.0888, 23.8912, 24.6255], [43.0323, 23.8423, 26.7783], [44.3647, 24.5337, 27.4173], [44.5549, 26.1516, 25.5549], [43.0414, 25.5043, 24.7414]]}


[3]
{"formula": "C18H36Cl18", "method": "the ωB97M-V functional and the def2-TZVPD basis", "spin_multiplicity": 2, "total_charge": 1, "gap_ha": [0.364, 0.080], "homo_ev": [-12.1301, -12.1297], "symbols": ["Cl", "C", "C", "Cl", "H", "H", "H", "H", "Cl", "C", "C", "Cl", "H", "H", "H", "H", "Cl", "C", "C", "Cl", "H", "H", "H", "H", "Cl", "C", "C", "Cl", "H", "H", "H", "H", "Cl", "C", "C", "Cl", "H", "H", "H", "H", "Cl", "C", "C", "Cl", "H", "H", "H", "H", "Cl", "C", "C", "Cl", "H", "H", "H", "H", "Cl", "C", "C", "Cl", "H", "H", "H", "H", "Cl", "C", "C", "Cl", "H", "H", "H", "H"], "xyz": [[15.7045, 3.6435, 12.8662], [14.6350, 4.2938, 11.4577], [14.9324, 5.8248, 11.2581], [14.6793, 6.7755, 12.7549], [13.5912, 4.0260, 11.6216], [14.9179, 3.8388, 10.5085], [14.4581, 6.3680, 10.4408], [15.9822, 5.8813, 10.9703], [17.2668, 8.8179, 10.6894], [16.8687, 10.5550, 10.5873], [17.8723, 11.2286, 9.6596], [17.6352, 10.7685, 7.9453], [16.9285, 10.8006, 11.6476], [15.8074, 10.5741, 10.3398], [18.8358, 10.9552, 10.0898], [17.8579, 12.3179, 9.6952], [14.0771, 8.7958, 8.3944], [14.1099, 10.4065, 7.6641], [12.8095, 11.2083, 7.7698], [12.9345, 12.6523, 6.7572], [14.5765, 10.3940, 6.6791], [14.8121, 10.9847, 8.2647], [12.5740, 11.6077, 8.7563], [11.9784, 10.5478, 7.5224], [18.3382, 6.8380, 14.4943], [18.8077, 5.9873, 13.0018], [20.0972, 5.1326, 13.0331], [20.4984, 4.4225, 11.4231], [18.9965, 6.7757, 12.2732], [18.0164, 5.3598, 12.5917], [20.1059, 4.2466, 13.6679], [20.9614, 5.7696, 13.2214], [23.1179, 3.1175, 8.4964], [22.5975, 4.7880, 8.1732], [22.7707, 5.3253, 6.7179], [22.5768, 7.0994, 6.7527], [23.1300, 5.5162, 8.7850], [21.5146, 4.7886, 8.2977], [22.1571, 4.8767, 5.9366], [23.7755, 5.0502, 6.3972], [15.8340, 0.1191, 7.0410], [17.1913, 0.9876, 7.8329], [17.9658, 1.8065, 6.7967], [19.3663, 2.6380, 7.5540], [17.7491, 0.2428, 8.4005], [16.6230, 1.6412, 8.4948], [17.2786, 2.5776, 6.4486], [18.3075, 1.1610, 5.9876], [18.0441, 3.9010, 1.9372], [18.9957, 4.2044, 3.3566], [19.9499, 5.3297, 2.9376], [19.2128, 6.8727, 2.6579], [19.5308, 3.3002, 3.6470], [18.2351, 4.5112, 4.0744], [20.4290, 5.0353, 2.0039], [20.7851, 5.3673, 3.6370], [13.9961, 4.8633, 1.4873], [13.7404, 5.5203, 3.0220], [15.0299, 5.3817, 3.8702], [15.3383, 3.7028, 4.1962], [12.8470, 5.0996, 3.4836], [13.5820, 6.5351, 2.6571], [15.0244, 5.9545, 4.7975], [15.8046, 5.8784, 3.2861], [16.6330, 4.7954, 8.6716], [18.0203, 6.0147, 8.6232], [17.6458, 7.2237, 7.5995], [17.5533, 6.7051, 5.8509], [18.9213, 5.4834, 8.3165], [18.1749, 6.3245, 9.6567], [18.4110, 7.9981, 7.6524], [16.6893, 7.7269, 7.7411]]}